[1]
Here is a molecular structure, C45H51AsBN8RhS3Se from OMol25. Energies are from the ωB97M-V functional and the def2-TZVPD basis.

The geometry in XYZ format:
```
111
Properties=species:S:1:pos:R:3:nbo_charge:R:1
Rh -1.410 0.465 0.440 0.657
C 5.138 2.624 -3.013 -0.626
C 4.839 2.718 -1.514 0.152
C 6.095 3.236 -0.816 -0.617
C 3.676 3.672 -1.259 -0.628
N 4.480 1.395 -0.938 -0.392
C 5.059 0.898 0.217 -0.091
C 4.459 -0.261 0.508 -0.060
N 3.479 -0.503 -0.435 -0.559
B 2.655 -1.799 -0.257 0.611
N 1.790 -2.207 -1.472 -0.510
C 2.412 -2.717 -2.585 -0.018
C 1.472 -3.063 -3.478 -0.087
N 0.239 -2.779 -2.918 -0.365
C 0.458 -2.246 -1.675 0.313
S -0.757 -1.831 -0.540 -0.391
C -1.058 -3.156 -3.546 0.147
C -1.969 -1.934 -3.696 -0.625
C -0.790 -3.708 -4.945 -0.619
C -1.730 -4.242 -2.700 -0.621
N 1.842 -1.777 1.077 -0.532
C 1.753 -2.949 1.785 -0.039
C 1.184 -2.691 2.973 -0.092
N 0.887 -1.343 3.011 -0.378
C 1.254 -0.791 1.803 0.307
S 1.008 0.826 1.274 -0.275
C 0.382 -0.676 4.245 0.142
C 1.502 0.204 4.806 -0.620
C -0.865 0.162 3.977 -0.616
C 0.016 -1.748 5.270 -0.617
C 3.478 0.528 -1.326 0.302
S 2.467 0.669 -2.669 -0.396
H 5.497 3.594 -3.364 0.205
H 4.251 2.362 -3.574 0.253
H 5.903 1.871 -3.211 0.210
H 6.400 4.165 -1.293 0.223
H 6.916 2.522 -0.901 0.214
H 5.910 3.450 0.238 0.209
H 3.883 4.648 -1.703 0.208
H 3.502 3.794 -0.187 0.209
H 2.776 3.264 -1.708 0.243
H 5.855 1.396 0.737 0.226
H 4.638 -0.945 1.320 0.223
H 3.473 -2.672 -0.109 -0.061
H 3.484 -2.769 -2.655 0.235
H 1.596 -3.487 -4.455 0.231
H -1.473 -1.170 -4.298 0.209
H -2.227 -1.517 -2.727 0.236
H -2.891 -2.230 -4.200 0.215
H -0.269 -2.977 -5.565 0.216
H -1.745 -3.930 -5.419 0.225
H -0.211 -4.632 -4.911 0.214
H -2.018 -3.854 -1.725 0.242
H -1.049 -5.083 -2.551 0.211
H -2.629 -4.602 -3.203 0.212
H 2.119 -3.877 1.383 0.233
H 0.986 -3.357 3.790 0.230
H 1.812 0.939 4.064 0.239
H 2.365 -0.400 5.093 0.207
H 1.138 0.732 5.689 0.214
H -0.613 1.130 3.564 0.246
H -1.416 0.323 4.906 0.214
H -1.527 -0.355 3.280 0.213
H 0.889 -2.316 5.597 0.210
H -0.734 -2.436 4.874 0.212
H -0.405 -1.255 6.144 0.227
N -0.459 5.662 -5.043 -0.276
C -0.639 4.861 -4.239 0.268
C -0.835 3.868 -3.230 -0.142
C -0.982 2.526 -3.560 -0.146
C -1.089 1.603 -2.534 0.059
N -1.042 1.940 -1.250 -0.444
C -0.921 3.230 -0.934 0.055
C -0.835 4.227 -1.884 -0.195
H -0.976 2.201 -4.590 0.229
H -1.199 0.550 -2.748 0.219
H -0.877 3.467 0.121 0.225
H -0.739 5.263 -1.590 0.237
C -4.124 -5.926 0.047 -0.217
C -4.997 -5.047 -0.576 -0.199
C -4.859 -3.678 -0.395 -0.260
C -3.847 -3.183 0.418 -0.214
C -2.959 -4.069 1.023 -0.243
C -3.097 -5.436 0.843 -0.201
As -3.574 -1.283 0.789 0.939
C -4.492 -1.226 2.499 -0.326
C -4.028 -1.694 3.717 -0.208
C -4.771 -1.475 4.868 -0.216
C -5.971 -0.779 4.793 -0.188
C -6.453 -0.333 3.573 -0.227
C -5.722 -0.562 2.412 0.023
C -6.114 -0.175 1.047 0.016
C -7.297 0.456 0.681 -0.212
C -7.546 0.741 -0.652 -0.204
C -6.609 0.430 -1.628 -0.200
C -5.410 -0.170 -1.270 -0.219
C -5.176 -0.496 0.056 -0.338
H -4.237 -6.994 -0.092 0.214
H -5.788 -5.430 -1.209 0.213
H -5.537 -2.992 -0.889 0.222
H -2.144 -3.673 1.621 0.218
H -2.400 -6.116 1.316 0.213
H -3.092 -2.239 3.763 0.209
H -4.408 -1.830 5.824 0.214
H -6.539 -0.590 5.695 0.213
H -7.394 0.202 3.529 0.211
H -8.023 0.729 1.437 0.209
H -8.474 1.223 -0.933 0.215
H -6.811 0.662 -2.666 0.214
H -4.656 -0.381 -2.021 0.215
Se -2.938 1.944 1.465 -0.288
```

For the LUMO energy (alpha / beta), the calculation gives -0.18 / -1.16 eV. The value obtained for the frontier orbital gap (alpha / beta) is 6.448 / 5.598 eV. As for the spin multiplicity: 5. Its HOMO energy (alpha / beta) is -6.62 / -6.76 eV.



[2]
Here is a molecular structure, C45H51AsNO2P2S2Si2Sn in a non-equilibrium geometry from OMol25. Energies are from the ωB97M-V functional and the def2-TZVPD basis.

The geometry in XYZ format:
```
107
Properties=species:S:1:pos:R:3:mulliken_charge:R:1
Sn -0.949 0.131 0.457 2.162
S 0.615 -0.845 2.244 -0.920
P 1.911 -0.651 0.711 2.176
C 1.059 -0.038 -0.754 -1.614
P 0.531 -1.437 -1.757 1.493
S -0.684 -2.709 -0.866 -0.563
C 1.938 -2.231 -2.594 0.969
C 2.891 -1.428 -3.220 -0.907
C 3.868 -2.014 -4.005 -0.636
C 3.886 -3.391 -4.182 -0.585
C 2.925 -4.186 -3.578 -0.721
C 1.948 -3.606 -2.780 -0.466
C -0.242 -0.721 -3.244 0.332
C -0.426 -1.560 -4.343 -0.708
C -0.902 -1.047 -5.537 -0.785
C -1.219 0.301 -5.633 -0.746
C -1.083 1.125 -4.527 -0.315
C -0.586 0.619 -3.333 0.358
C 3.085 0.628 1.218 -0.039
C 4.018 0.308 2.205 -0.419
C 4.895 1.277 2.661 -0.791
C 4.832 2.566 2.146 -0.646
C 3.885 2.888 1.185 -0.548
C 3.006 1.920 0.719 -0.420
C 2.909 -2.149 0.602 0.543
C 4.190 -2.081 0.054 -0.407
C 4.948 -3.232 -0.049 -0.708
C 4.428 -4.445 0.385 -0.562
C 3.163 -4.509 0.947 -0.621
C 2.397 -3.359 1.059 -0.778
H 2.853 -0.352 -3.094 0.358
H 4.612 -1.397 -4.493 0.444
H 4.652 -3.848 -4.796 0.408
H 2.922 -5.257 -3.732 0.457
H 1.183 -4.209 -2.307 0.388
H -0.197 -2.614 -4.249 0.495
H -1.016 -1.701 -6.392 0.423
H -1.576 0.704 -6.572 0.421
H -1.362 2.168 -4.605 0.210
H -0.463 1.257 -2.469 -0.012
H 4.044 -0.694 2.616 0.492
H 5.625 1.030 3.420 0.430
H 5.520 3.320 2.505 0.420
H 3.840 3.896 0.792 0.479
H 2.256 2.159 -0.027 0.385
H 4.586 -1.130 -0.279 0.529
H 5.946 -3.187 -0.466 0.437
H 5.021 -5.346 0.289 0.419
H 2.770 -5.453 1.301 0.437
H 1.412 -3.396 1.504 0.210
C 2.082 4.563 -3.052 -1.026
O 1.466 4.725 -1.780 -0.475
C 0.128 4.530 -1.696 1.055
C -0.724 4.338 -2.768 -0.617
C -2.082 4.149 -2.547 -0.597
C -2.604 4.209 -1.266 -0.972
C -1.758 4.423 -0.188 -0.242
C -0.393 4.551 -0.393 -0.209
N 0.541 4.830 0.625 0.195
C 0.507 4.719 1.939 -0.696
C -0.276 3.946 2.819 1.158
C -0.363 4.444 4.151 -0.812
C -1.075 3.798 5.112 -0.936
C -1.706 2.582 4.790 -0.695
C -1.598 2.035 3.543 -0.030
C -0.859 2.665 2.514 0.307
O -0.650 2.110 1.374 -0.838
H 1.749 5.324 -3.761 0.398
H 1.875 3.570 -3.457 0.370
H 3.149 4.675 -2.883 0.312
H -0.336 4.360 -3.776 0.483
H -2.738 3.975 -3.391 0.458
H -3.668 4.116 -1.098 0.461
H -2.168 4.536 0.803 0.537
H 1.370 5.272 0.244 0.337
H 1.228 5.367 2.428 0.395
H 0.110 5.395 4.367 0.419
H -1.161 4.208 6.108 0.408
H -2.276 2.060 5.549 0.436
H -2.066 1.090 3.307 -0.244
C -6.169 -1.374 0.385 -1.145
Si -4.416 -1.993 0.031 0.508
C -3.911 -1.485 -1.715 -0.606
C -4.267 -3.852 0.302 -0.910
As -3.211 -0.591 1.590 -0.138
Si -2.668 -2.190 3.365 0.815
C -1.733 -3.726 2.781 -0.726
C -4.425 -2.464 4.026 -1.192
C -1.690 -1.320 4.731 -1.008
H -6.922 -1.891 -0.213 0.395
H -6.225 -0.308 0.158 0.293
H -6.432 -1.501 1.437 0.324
H -4.610 -1.858 -2.465 0.517
H -2.926 -1.885 -1.952 -0.064
H -3.867 -0.396 -1.792 0.154
H -4.886 -4.390 -0.418 0.453
H -4.577 -4.157 1.302 0.266
H -3.234 -4.174 0.155 0.208
H -2.362 -4.616 2.747 0.487
H -0.903 -3.927 3.461 0.418
H -1.319 -3.565 1.784 -0.146
H -5.055 -3.007 3.320 0.262
H -4.888 -1.492 4.205 0.324
H -4.416 -3.012 4.969 0.397
H -0.754 -0.918 4.351 0.229
H -1.441 -2.036 5.518 0.475
H -2.258 -0.504 5.180 0.110
```

Its net charge is +1. For the LUMO energy, the calculation gives -3.60 eV. The value obtained for the frontier orbital gap is 6.495 eV. For the energy above the lowest of the compared OMol25 structures with the same formula, charge and spin, the calculation gives 212.5 kJ/mol. Its HOMO energy is -10.09 eV.